83
Properties=species:S:1:pos:R:3:forces:R:3:lowdin_charge:R:1 method="wB97M-V/def2-TZVPD" total_charge=+1 orbital_gap_ev=8.907 homo_energy_ev=-11.5 e_tot_ha=-2463.43573
C -1.800 -0.140 3.408 0.12 0.00 0.15 0.0899
C -1.455 -0.741 2.287 0.36 -0.58 -0.20 -0.1160
C -0.674 -0.086 1.168 0.21 1.63 1.32 -0.2912
C 0.362 0.869 1.809 0.48 -0.83 -0.15 0.0112
C -1.694 0.766 0.359 -0.62 -0.39 -0.39 -0.2149
C -3.152 0.238 0.279 0.07 0.38 -0.38 -0.0682
C -4.091 0.883 1.262 -0.54 0.00 0.75 -0.2297
C -4.881 0.100 2.116 -0.04 0.56 -0.03 -0.0522
C -5.782 0.695 3.003 0.14 0.47 -0.26 -0.0689
C -5.912 2.087 3.046 0.49 -0.20 -0.41 -0.0758
C -5.127 2.882 2.208 -0.06 -0.81 0.00 -0.0635
C -4.234 2.275 1.324 -0.04 -0.12 0.12 -0.0364
O -1.312 1.121 -0.962 0.47 -0.64 0.56 -0.0500
C -0.071 0.788 -1.572 -0.33 0.71 -0.89 -0.2971
C 0.788 2.084 -1.637 0.01 0.23 0.65 -0.1031
C 1.059 2.956 -0.408 0.08 0.53 -0.31 -0.2377
C -0.153 3.756 0.087 0.35 0.38 -0.07 -0.5637
Cl 0.093 5.521 -0.182 -0.04 -0.06 0.01 0.5787
C -0.495 0.574 -3.064 0.18 -0.03 -0.08 -0.2122
C -1.781 0.176 -3.380 -0.29 -0.12 0.26 -0.0187
C -2.185 0.023 -4.700 0.43 0.04 0.31 -0.1151
N -1.378 0.251 -5.730 -0.18 0.00 0.11 0.0776
C -0.153 0.659 -5.425 0.49 0.13 -0.10 -0.1242
C 0.347 0.838 -4.142 -0.48 -0.19 0.20 -0.0293
C 0.683 -0.505 -0.990 0.20 -0.47 -1.47 -0.3768
Cl 0.594 -1.808 -2.255 0.12 0.15 0.57 0.9337
C 2.197 -0.262 -0.839 0.53 -0.18 0.11 -0.2455
O 2.796 -0.188 -2.102 -0.45 0.21 -0.04 -0.1731
C 4.206 -0.141 -2.006 0.96 0.35 0.02 -0.1831
C 4.753 1.165 -1.402 -0.51 -0.28 0.70 -0.1956
C 5.296 0.998 0.019 0.07 0.26 -0.06 -0.0927
N 0.029 -1.119 0.307 -1.29 -0.30 -0.47 -0.0749
O -1.067 -1.871 -0.217 0.04 0.12 -0.29 -0.0081
C 0.853 -2.097 1.105 1.69 -1.31 0.44 -0.2616
C 2.003 -1.537 1.959 -0.34 0.73 0.38 -0.0025
C 1.338 -3.339 0.332 -0.11 -0.29 0.45 -0.1877
C 1.586 -4.514 1.307 -0.25 -0.03 -0.51 -0.2381
C 1.327 -5.836 0.586 0.17 0.16 0.21 -0.0939
H -1.431 0.829 3.704 -0.17 0.26 -0.09 0.0899
H -2.487 -0.628 4.079 0.02 -0.09 0.23 0.0864
H -1.775 -1.766 2.160 -0.46 0.05 -0.17 0.1141
H 1.281 0.833 1.239 -0.10 0.45 0.00 0.0531
H 0.648 0.530 2.796 -0.17 0.00 0.14 0.0865
H -0.004 1.878 1.898 -0.09 0.10 -0.14 0.0818
H -1.794 1.689 0.923 0.29 0.12 0.20 0.1223
H -3.498 0.544 -0.707 0.06 -0.03 -0.17 0.1286
H -3.220 -0.843 0.291 -0.03 -0.11 0.16 0.1107
H -4.790 -0.977 2.065 -0.04 -0.09 0.07 0.1092
H -6.403 0.101 3.657 0.01 -0.19 -0.01 0.1031
H -6.617 2.561 3.710 -0.10 -0.06 0.14 0.1030
H -5.241 3.953 2.234 0.07 0.15 -0.06 0.1047
H -3.647 2.899 0.660 0.01 0.06 -0.06 0.1132
H 0.226 2.739 -2.297 -0.16 -0.02 -0.17 0.1419
H 1.729 1.924 -2.149 0.06 -0.34 -0.03 0.0993
H 1.607 2.491 0.404 -0.13 -0.09 0.03 0.0814
H 1.745 3.718 -0.771 0.21 -0.02 -0.09 0.0907
H -1.052 3.520 -0.465 -0.17 -0.19 0.09 0.0624
H -0.300 3.678 1.155 -0.22 -0.11 0.11 0.0514
H -2.493 -0.023 -2.597 -0.09 -0.05 0.07 0.1026
H -3.192 -0.311 -4.900 -0.11 0.00 -0.20 0.1104
H 0.506 0.866 -6.257 0.00 -0.01 -0.16 0.1106
H 1.363 1.161 -4.005 0.20 -0.02 -0.08 0.1083
H 2.402 0.650 -0.274 -0.14 0.07 0.05 0.1016
H 2.681 -1.083 -0.311 -0.22 -0.14 0.02 0.0993
H 4.600 -0.266 -3.008 -0.26 -0.10 -0.25 0.1303
H 4.578 -0.982 -1.410 -0.15 -0.20 0.02 0.1276
H 3.912 1.857 -1.336 0.02 0.25 -0.34 0.0952
H 5.516 1.602 -2.033 0.01 0.12 -0.21 0.1127
H 5.290 1.945 0.554 0.03 0.13 0.01 0.0760
H 4.692 0.304 0.602 -0.01 -0.17 0.06 0.0551
H 6.326 0.656 0.019 0.07 -0.25 0.03 0.0792
H -1.315 -2.519 0.460 0.14 0.05 0.09 0.1285
H 0.200 -2.552 1.845 -0.74 0.51 -0.12 0.1293
H 1.616 -1.194 2.914 0.06 -0.08 0.13 0.0896
H 2.527 -0.690 1.534 0.11 -0.15 0.00 0.0612
H 2.731 -2.307 2.178 -0.01 -0.28 -0.18 0.0995
H 0.585 -3.695 -0.359 -0.04 0.22 -0.30 0.0823
H 2.272 -3.161 -0.193 -0.08 0.15 -0.36 0.1152
H 2.616 -4.498 1.649 0.07 0.04 0.32 0.1081
H 0.908 -4.461 2.160 0.13 0.11 0.25 0.1143
H 1.883 -5.854 -0.348 0.03 -0.19 -0.12 0.0828
H 0.269 -5.964 0.370 -0.10 0.03 -0.12 0.0784
H 1.636 -6.672 1.205 0.09 -0.14 -0.02 0.0786

***

84
Properties=species:S:1:pos:R:3:forces:R:3:lowdin_charge:R:1 method="wB97M-V/def2-TZVPD" e_above_lowest_ev=0.000 orbital_gap_ev="5.146 / 5.136" spin_multiplicity=5 homo_energy_ev="-4.7 / -9.0" s2=6.030 e_tot_ha=-2628.11121
Pt 0.683 0.215 1.804 -1.30 1.18 1.89 0.9455
P 0.309 0.607 -0.511 -0.54 0.89 -3.09 0.9606
Cl 1.643 2.353 1.814 0.97 1.15 -0.14 0.0168
C -4.002 -0.954 0.463 -1.16 0.88 -0.34 -0.0374
H -4.434 -0.792 -0.563 1.09 -0.07 0.87 0.0720
H -4.074 -0.071 1.133 -0.29 -0.91 -0.20 0.0684
C 2.102 0.817 -1.065 -0.64 0.40 0.19 -0.4628
C -0.660 2.228 -0.729 0.61 -0.06 0.11 -0.4383
C 2.514 0.921 -2.537 0.15 0.12 -0.24 -0.2041
H 2.315 1.782 -0.584 0.23 -0.17 -0.06 0.0419
C 3.996 1.341 -2.630 0.01 0.06 0.09 -0.1893
H 2.400 -0.056 -3.034 0.00 0.24 0.13 0.1030
H 1.906 1.649 -3.096 0.15 -0.23 0.22 0.0975
C 4.935 0.425 -1.831 -0.07 -0.03 -0.15 -0.2026
H 4.306 1.354 -3.683 -0.06 0.03 0.15 0.1092
H 4.102 2.372 -2.260 -0.09 -0.16 -0.03 0.1168
C 4.432 0.167 -0.411 -0.01 0.04 0.02 -0.1919
H 5.039 -0.531 -2.361 -0.07 0.06 0.06 0.1121
H 5.937 0.868 -1.796 -0.12 -0.07 -0.04 0.1082
C 2.961 -0.256 -0.394 0.29 -0.04 0.30 -0.2470
H 5.046 -0.602 0.068 -0.03 0.07 -0.02 0.1119
H 4.539 1.081 0.188 -0.05 -0.10 -0.03 0.1163
H 2.839 -1.202 -0.937 0.00 0.02 0.12 0.1126
H 2.635 -0.442 0.650 0.37 0.03 -0.57 0.0438
C -0.491 -0.492 -1.854 -0.07 0.25 0.57 -0.3942
C -2.158 2.002 -0.996 -0.01 -0.26 -0.17 -0.2134
H -0.552 2.671 0.276 -0.11 -0.01 -0.29 0.0579
C -2.942 3.320 -0.990 0.15 0.05 0.22 -0.1907
H -2.302 1.522 -1.974 0.01 0.13 0.23 0.0955
H -2.577 1.301 -0.258 0.09 0.22 -0.09 0.0874
C -2.330 4.389 -1.905 0.01 -0.06 -0.17 -0.2026
H -3.976 3.125 -1.302 0.15 0.05 0.15 0.1104
H -2.975 3.699 0.041 -0.02 0.00 -0.12 0.1157
C -0.815 4.552 -1.739 0.04 -0.02 0.23 -0.1916
H -2.556 4.147 -2.952 0.05 -0.10 0.09 0.1112
H -2.818 5.351 -1.712 0.04 -0.11 -0.05 0.1070
C -0.049 3.219 -1.729 -0.02 0.13 -0.24 -0.2090
H -0.425 5.188 -2.544 -0.05 -0.05 0.18 0.1102
H -0.612 5.072 -0.793 -0.02 -0.06 -0.10 0.1166
H -0.042 2.799 -2.746 -0.07 0.08 0.25 0.0965
H 1.002 3.414 -1.474 -0.20 -0.04 0.00 0.1065
C 0.188 -1.856 -1.970 0.11 -0.15 -0.12 -0.2133
H -1.521 -0.629 -1.473 0.26 -0.09 -0.10 0.0993
C -0.606 -2.791 -2.894 -0.05 0.01 0.03 -0.1879
H 1.198 -1.713 -2.383 -0.20 -0.05 0.05 0.1006
H 0.326 -2.317 -0.984 -0.04 0.01 -0.22 0.0851
C -0.891 -2.185 -4.275 0.09 0.04 -0.03 -0.2006
H -0.058 -3.732 -3.011 -0.11 0.05 0.02 0.1102
H -1.563 -3.036 -2.412 0.08 0.03 0.01 0.1085
C -1.440 -0.758 -4.180 -0.05 -0.08 0.12 -0.1903
H 0.030 -2.182 -4.874 -0.04 0.06 0.13 0.1134
H -1.601 -2.818 -4.820 0.10 0.04 0.08 0.1078
C -0.584 0.123 -3.263 0.20 0.21 -0.21 -0.2074
H -1.501 -0.307 -5.179 0.00 -0.08 0.17 0.1128
H -2.464 -0.791 -3.782 0.07 0.01 -0.04 0.1144
H 0.424 0.204 -3.691 -0.30 -0.08 0.09 0.0970
H -0.991 1.142 -3.254 0.12 -0.39 0.01 0.0812
C 0.402 -1.667 1.619 -0.96 -3.55 -0.99 -0.3533
C -3.624 -2.169 0.838 2.53 -0.40 0.35 -0.1913
H -0.352 -1.914 0.841 0.18 0.31 0.16 0.0345
C -3.304 -2.750 2.231 -0.12 0.38 0.65 -0.1750
H -3.243 -2.844 0.055 -1.08 0.02 0.00 0.0902
C -2.028 -2.562 3.165 0.32 0.38 0.16 -0.1778
H -4.135 -2.462 2.909 0.27 -0.16 -0.51 0.1068
H -3.376 -3.829 2.089 -0.18 -0.09 0.15 0.0924
C -0.762 -3.476 3.020 -0.26 -0.05 -0.04 -0.1808
H -1.673 -1.515 3.240 -0.44 -0.30 -0.28 0.0795
H -2.433 -2.794 4.164 0.09 0.15 -0.32 0.1001
C 0.568 -2.823 2.534 -0.10 -0.11 -0.69 -0.2792
H -0.528 -3.908 3.994 -0.15 0.12 0.17 0.0970
H -1.043 -4.359 2.441 0.20 0.13 -0.41 0.1005
H 1.230 -2.558 3.355 -0.08 -0.06 0.27 0.0790
H 1.137 -3.507 1.891 0.01 -0.59 0.42 0.1085
F 3.048 -0.582 3.776 -0.98 0.36 0.77 0.0562
C 1.932 -0.283 4.518 0.79 -0.26 0.61 -0.2162
C 0.776 0.159 3.865 -0.04 0.84 1.07 -0.2358
C -0.302 0.501 4.693 -0.58 -0.15 0.92 -0.2120
F -1.462 0.973 4.150 0.89 -0.20 0.26 0.0593
C -0.282 0.363 6.087 -0.68 0.31 -1.00 -0.1154
F -1.366 0.703 6.829 1.01 -0.34 -0.35 0.1038
C 0.895 -0.100 6.680 0.07 0.04 0.80 -0.1009
F 0.960 -0.214 8.017 -0.05 -0.02 -0.88 0.1321
C 2.012 -0.436 5.907 0.60 -0.07 -1.02 -0.1170
F 3.159 -0.854 6.491 -0.89 0.24 -0.19 0.1078

***

87
Properties=species:S:1:pos:R:3:forces:R:3:lowdin_charge:R:1 method="wB97M-V/def2-TZVPD" orbital_gap_ev=7.718 spin_multiplicity=3 homo_energy_ev=-8.9 s2=2.009 e_tot_ha=-2068.42766
O 6.622 -3.860 -5.601 -5.02 -0.80 2.78 0.1168
C 5.542 -4.064 -4.997 2.85 0.44 -1.20 -0.2612
O 4.901 -5.363 -5.076 -1.40 2.39 1.10 0.0863
C 3.643 -5.247 -4.413 -2.68 -1.43 1.08 -0.2960
O 2.778 -6.146 -4.384 3.73 3.38 -0.34 0.1035
C 3.500 -3.821 -3.657 2.98 0.65 -1.68 -0.0282
C 2.316 -3.379 -2.686 0.32 -0.28 -0.56 -0.0985
C 1.086 -2.636 -3.406 -3.37 1.85 -1.37 -0.1441
C 0.897 -2.453 -4.931 -2.52 1.21 2.74 -0.0234
C -0.396 -1.724 -5.472 -0.19 -0.04 2.68 -0.0725
C -1.509 -1.147 -4.563 3.51 -2.05 1.63 -0.0727
C -1.321 -1.322 -3.015 2.78 -1.50 -2.42 -0.0636
C -0.072 -2.050 -2.472 -0.25 0.43 -3.12 -0.0183
C 4.684 -3.124 -4.043 -1.64 -1.17 0.73 0.0179
C 5.124 -1.644 -3.584 -1.51 -1.70 -0.13 -0.0852
O 6.567 -1.520 -3.751 -0.56 3.49 0.50 0.0057
C 6.924 -0.139 -3.676 1.49 -0.41 -0.14 -0.4410
F 6.436 0.568 -4.800 1.12 -1.36 2.89 0.0986
F 6.480 0.490 -2.483 0.80 -1.35 -2.98 0.0918
F 8.353 -0.061 -3.672 -3.99 -0.17 -0.13 0.0910
H 1.953 -4.336 -2.141 0.48 1.62 -0.96 0.1369
H 2.784 -2.676 -1.899 -0.80 -1.06 -1.22 0.1210
H 1.676 -2.840 -5.664 -1.26 0.60 1.09 0.0899
H -0.553 -1.616 -6.611 0.50 -0.26 2.10 0.0888
H -2.438 -0.615 -4.985 1.79 -1.02 0.69 0.0923
H -2.104 -0.925 -2.292 1.28 -0.63 -1.08 0.0871
H 0.040 -2.158 -1.344 -0.19 0.16 -1.69 0.0759
H 4.820 -1.518 -2.480 0.59 -0.16 -1.67 0.1454
H 4.512 -0.915 -4.215 1.14 -0.78 0.76 0.1551
C 0.732 -4.154 3.956 -0.13 -0.05 0.31 -0.0354
C 0.793 -3.125 2.791 0.70 -1.79 0.44 -0.4721
C 2.139 -2.363 2.834 -0.16 0.45 -0.09 -0.1381
C 2.223 -1.324 3.947 0.02 -0.08 0.10 -0.1842
C 1.026 -0.383 3.903 0.22 -0.10 -0.38 -0.1368
C -0.326 -1.126 3.900 -0.80 0.69 1.85 -0.4840
N -0.388 -2.209 2.872 1.22 2.58 -3.57 -0.0387
O -0.535 -1.609 1.646 -0.24 -1.46 2.39 -0.0320
C -0.587 -1.713 5.308 0.15 -0.26 0.14 -0.0441
C -1.462 -0.084 3.725 0.08 -0.13 -0.71 -0.0460
C 0.784 -4.000 1.514 -0.37 0.54 -0.37 -0.0478
H 1.012 -5.160 3.628 0.08 0.24 -0.14 0.0799
H 1.407 -3.903 4.776 -0.12 0.06 0.01 0.0727
H -0.280 -4.253 4.358 0.11 0.12 -0.06 0.0830
H 2.301 -1.848 1.877 -0.21 -0.09 0.02 0.1214
H 2.966 -3.071 2.940 -0.21 -0.17 -0.04 0.1246
H 2.289 -1.814 4.924 -0.04 0.01 -0.05 0.1030
H 3.146 -0.747 3.837 -0.06 -0.06 0.02 0.1153
H 1.077 0.303 4.756 -0.26 -0.12 -0.03 0.1250
H 1.110 0.245 3.006 -0.18 -0.14 -0.01 0.1236
H -1.498 -2.319 5.319 0.11 0.05 -0.08 0.0919
H -0.722 -0.915 6.045 0.02 0.04 -0.29 0.0877
H 0.232 -2.323 5.685 -0.04 -0.06 -0.09 0.0597
H -1.347 0.515 2.817 0.02 -0.26 -0.01 0.0622
H -1.472 0.626 4.558 0.21 -0.30 0.04 0.0864
H -2.442 -0.569 3.694 0.12 -0.02 -0.04 0.0911
H -0.149 -4.564 1.428 0.03 0.09 0.03 0.0947
H 1.606 -4.721 1.536 -0.07 0.16 0.31 0.0868
H 0.917 -3.420 0.597 -0.17 0.09 0.18 0.0514
C -4.598 6.074 0.006 0.03 0.20 0.26 -0.0382
C -4.031 4.807 -0.697 -1.56 1.32 -0.23 -0.4735
C -4.859 3.564 -0.290 0.37 -0.32 0.08 -0.1388
C -4.581 3.078 1.128 -0.07 0.10 0.07 -0.1842
C -3.088 2.877 1.352 -0.20 -0.15 -0.37 -0.1418
C -2.252 4.122 0.990 0.78 0.49 1.92 -0.4835
N -2.579 4.663 -0.365 0.50 -3.78 -2.16 -0.0470
O -2.023 3.829 -1.289 -0.64 1.99 1.53 -0.0223
C -2.471 5.213 2.066 -0.27 0.18 0.05 -0.0449
C -0.748 3.767 1.133 -0.06 -0.18 -0.70 -0.0437
C -4.281 5.068 -2.206 0.68 -0.46 -0.07 -0.0498
H -5.274 6.635 -0.645 0.06 -0.28 -0.04 0.0784
H -5.170 5.837 0.906 0.14 0.01 0.03 0.0713
H -3.805 6.777 0.276 -0.03 -0.17 0.00 0.0818
H -4.644 2.738 -0.981 0.13 0.19 -0.02 0.1233
H -5.927 3.776 -0.395 0.11 0.22 -0.11 0.1239
H -4.987 3.783 1.862 0.05 0.00 -0.05 0.1024
H -5.106 2.132 1.297 0.03 0.08 0.00 0.1147
H -2.916 2.599 2.398 0.18 0.20 -0.09 0.1156
H -2.759 2.018 0.753 0.09 0.19 -0.06 0.1245
H -1.957 6.141 1.795 -0.06 -0.12 -0.05 0.0912
H -2.069 4.893 3.032 0.04 -0.14 -0.24 0.0863
H -3.519 5.443 2.247 0.02 0.04 -0.11 0.0592
H -0.458 2.912 0.517 -0.13 0.20 -0.09 0.0768
H -0.510 3.492 2.167 -0.32 0.15 -0.06 0.0802
H -0.114 4.616 0.863 -0.11 -0.06 -0.04 0.0882
H -3.716 5.937 -2.553 0.01 -0.07 0.06 0.0901
H -5.341 5.264 -2.392 0.10 0.01 0.35 0.0841
H -4.015 4.212 -2.831 0.17 0.10 0.18 0.0751